1.
Here is 4 unconnected molecules or ions with the total composition C27H54BrFI2NO7 from OMol25. Energies are from the ωB97M-V functional and the def2-TZVPD basis.

Results
**DFT total energy**: -4911.29176 Ha
**ΔE to the lowest compared entry with this formula, charge and spin**: 288.3 kJ/mol
**Largest force on an atom**: 4.38 eV/Å

The geometry in ORCA input format:
```
! wB97M-V def2-TZVPD RIJCOSX def2/J DEFGRID3
* xyz 1 1
C -4.9020 3.7955 2.7575
O -6.0668 3.2540 2.1305
C -5.8034 1.9310 1.6311
C -4.9930 1.9907 0.2323
C -3.4669 1.5949 0.5611
C -2.5229 1.6778 -0.7322
C -1.5338 2.9376 -0.6181
C -0.1044 2.5184 -0.0137
C -0.1142 2.7199 1.5789
C 0.1533 1.4098 2.3913
N 1.2673 1.0615 3.0188
Br 2.8495 2.0425 3.1043
C 0.9611 -0.2638 3.6806
C 2.1419 -1.0702 4.3408
I 2.4969 -0.7161 6.4761
C 2.9717 -1.9774 3.6968
C 4.1304 -2.8154 4.3897
I 2.7256 -2.3363 1.5525
C -0.1888 -1.0011 2.9010
C -1.0313 0.3276 2.5143
F -2.0469 0.6313 3.4293
H -4.4173 3.1091 3.5170
H -4.1365 4.0522 1.9463
H -5.1293 4.7736 3.2898
H -6.7336 1.2963 1.5373
H -5.1262 1.4180 2.3912
H -5.0547 3.0104 -0.2455
H -5.4834 1.1911 -0.4147
H -3.5220 0.5009 0.8844
H -3.0821 2.1889 1.4375
H -3.1300 1.6822 -1.6908
H -1.8737 0.7427 -0.7796
H -2.0061 3.7730 -0.0013
H -1.4054 3.3862 -1.6583
H 0.6289 3.2868 -0.4208
H 0.2294 1.4940 -0.3436
H 0.5932 3.5402 1.9246
H -1.1532 3.0981 1.8483
H 0.4042 0.1082 4.6074
H 4.2098 -3.7918 3.8063
H 3.8853 -3.1122 5.4496
H 5.1351 -2.3089 4.2747
H -0.7519 -1.8394 3.3962
H 0.0176 -1.4148 1.8699
H -1.4094 0.0559 1.4766
C -0.2949 -3.5706 -3.7993
O -0.3127 -3.8025 -2.3961
C 0.1776 -2.6945 -1.6575
C -0.9618 -1.8638 -1.0797
O -1.7284 -1.2434 -2.1041
C -2.9345 -1.9461 -2.3847
H -0.9271 -4.3204 -4.2757
H -0.6793 -2.5806 -4.0570
H 0.7256 -3.6771 -4.1789
H 0.8398 -2.0775 -2.2742
H 0.7709 -3.0988 -0.8297
H -0.5360 -1.0566 -0.4684
H -1.6012 -2.4724 -0.4297
H -3.6748 -1.7332 -1.6065
H -2.7774 -3.0235 -2.4560
H -3.3195 -1.5895 -3.3405
C -5.2058 -2.6930 -8.3893
O -4.3395 -1.5708 -8.4866
C -4.2037 -0.8783 -7.2510
C -2.9061 -1.2492 -6.5447
O -2.9024 -2.6168 -6.1419
C -2.1704 -3.4445 -7.0364
H -5.0472 -3.3219 -9.2664
H -5.0061 -3.2890 -7.4950
H -6.2467 -2.3576 -8.3799
H -5.0684 -1.0621 -6.6048
H -4.1824 0.1907 -7.4846
H -2.8160 -0.6490 -5.6327
H -2.0387 -1.0275 -7.1754
H -1.0973 -3.3167 -6.8603
H -2.3978 -3.2279 -8.0817
H -2.4364 -4.4829 -6.8332
C 6.1441 1.0833 4.2869
O 7.3317 0.5656 4.8582
C 8.3723 0.4030 3.8959
C 9.3738 1.5481 3.9598
O 8.7774 2.7840 3.5754
C 8.4162 3.5844 4.6926
H 5.5035 1.4395 5.0967
H 6.3446 1.9195 3.6098
H 5.6181 0.2904 3.7435
H 7.9571 0.3017 2.8877
H 8.8896 -0.5297 4.1395
H 10.1819 1.3502 3.2490
H 9.8199 1.6251 4.9568
H 9.3079 4.0642 5.1062
H 7.9173 3.0050 5.4724
H 7.7316 4.3602 4.3460
*
```

***

2.
Here is a molecular structure, C44H65OPSSi4Tc from OMol25. Energies are from the ωB97M-V functional and the def2-TZVPD basis.

Results
**DFT total energy**: -3768.58108 Ha
**Largest force on an atom**: 1.41 eV/Å

The geometry in ORCA input format:
```
! wB97M-V def2-TZVPD RIJCOSX def2/J DEFGRID3
* xyz 2 4
Tc 0.6826 -0.5638 1.0663
C -0.4376 1.1241 4.2033
C 0.0153 -0.2446 3.7747
C -0.7830 -1.3759 4.0207
C -2.1297 -1.1929 4.6606
C -0.2494 -2.6512 3.8165
C -1.1014 -3.8773 3.9681
C 1.1281 -2.8014 3.5694
C 1.6895 -4.1853 3.7226
C 1.9305 -1.6796 3.3060
C 3.4333 -1.7411 3.2215
C 1.3469 -0.3903 3.3285
C 2.2119 0.8449 3.2235
H -0.5777 1.7844 3.3522
H 0.3156 1.5643 4.8570
H -1.3657 1.0863 4.7601
H -1.9837 -0.8273 5.6778
H -2.6836 -2.1191 4.7447
H -2.7396 -0.4799 4.1155
H -0.7249 -4.6925 3.3572
H -2.1271 -3.6846 3.6664
H -1.1140 -4.2151 5.0048
H 1.2704 -4.6398 4.6188
H 2.7672 -4.1915 3.8372
H 1.4292 -4.8249 2.8777
H 3.8123 -1.2982 2.3004
H 3.8332 -2.7476 3.2775
H 3.8552 -1.1776 4.0556
H 2.5683 1.1361 4.2135
H 1.6613 1.6999 2.8274
H 3.0954 0.6967 2.6070
C 0.2137 7.3265 -6.0115
C 0.4087 6.0133 -5.3357
O 0.9526 5.7912 -4.2943
S -0.3684 4.6715 -6.2659
C -0.0554 3.3594 -5.1084
C 1.2426 2.9239 -4.8769
C 1.4907 2.0129 -3.8695
C 0.4439 1.5552 -3.0660
C -0.8720 1.9441 -3.3671
C -1.1204 2.8324 -4.3874
C 0.6429 0.7999 -1.8931
C 0.6332 0.2840 -0.7836
H 1.1127 7.9328 -5.9093
H -0.5978 7.8602 -5.5140
H -0.0458 7.2000 -7.0592
H 2.0447 3.3259 -5.4754
H 2.4968 1.6752 -3.6819
H -1.6813 1.5572 -2.7661
H -2.1255 3.1615 -4.6044
C -4.0815 1.5462 2.9424
Si -4.1349 0.3235 1.4702
C -4.4167 -1.4886 2.0192
C -5.6026 0.9533 0.4217
Si -1.6170 0.1412 0.5723
Si -1.2471 2.9152 0.6347
C -1.2544 3.9388 2.2556
C -2.8132 3.3449 -0.3681
C 0.3441 3.4525 -0.2667
Si -2.4427 -1.4832 -1.4547
C -4.2102 -0.9748 -1.9608
C -1.3900 -1.4375 -3.0326
C -2.3461 -3.1737 -0.5670
H -4.8047 1.2551 3.7013
H -4.3570 2.5447 2.6162
H -3.1131 1.6132 3.4209
H -5.0385 -1.5222 2.9095
H -3.4914 -2.0105 2.2390
H -4.9417 -2.0528 1.2551
H -6.3070 1.4800 1.0616
H -6.1506 0.1493 -0.0572
H -5.3082 1.6564 -0.3494
H -2.0328 3.6569 2.9540
H -1.4311 4.9794 1.9871
H -0.3035 3.9097 2.7814
H -3.6806 3.4600 0.2733
H -3.0471 2.6127 -1.1334
H -2.6528 4.2982 -0.8656
H 1.1932 2.8092 -0.0570
H 0.6142 4.4640 0.0312
H 0.2005 3.4579 -1.3420
H -4.3732 0.0957 -1.9209
H -4.9678 -1.4505 -1.3498
H -4.3877 -1.2843 -2.9871
H -1.7017 -0.6371 -3.6940
H -1.4957 -2.3670 -3.5847
H -0.3367 -1.3007 -2.8263
H -3.2193 -3.3525 0.0501
H -1.4653 -3.2406 0.0672
H -2.3029 -3.9772 -1.2967
C 2.4518 -3.6761 0.3907
P 2.1289 -1.9825 -0.2460
C 3.7587 -1.1641 -0.1628
C 4.9418 -1.8898 -0.0408
C 6.1576 -1.2331 0.0410
C 6.2124 0.1508 -0.0102
C 5.0411 0.8809 -0.1384
C 3.8229 0.2287 -0.2108
C 1.9904 -2.3839 -2.0206
C 1.1182 -3.4067 -2.3885
C 1.0649 -3.8426 -3.6983
C 1.8700 -3.2531 -4.6594
C 2.7176 -2.2162 -4.3060
C 2.7822 -1.7809 -2.9923
H 3.0359 -4.2405 -0.3349
H 1.5045 -4.1915 0.5364
H 2.9849 -3.6393 1.3349
H 4.9253 -2.9674 -0.0058
H 7.0645 -1.8091 0.1457
H 7.1645 0.6551 0.0416
H 5.0766 1.9595 -0.1800
H 2.9132 0.8037 -0.3279
H 0.4760 -3.8608 -1.6502
H 0.4066 -4.6524 -3.9717
H 1.8491 -3.6112 -5.6762
H 3.3457 -1.7576 -5.0546
H 3.4645 -0.9869 -2.7277
*
```

***

Q: Number 1 is which compound?
A: C27H54BrFI2NO7